(1)
A molecular structure, C24H44BaBrN2OSi2. Source: the Open Molecules 2025 dataset; level of theory: ωB97M-V/def2-TZVPD.

Positions of all 75 atoms, in Å:
Ba (1.2812, -1.3396, -0.0318)
Br (-0.6556, 0.9646, 0.8570)
Si (-2.9223, 0.9059, 0.4484)
Si (3.0003, -3.9811, 0.0321)
O (1.8357, -3.3707, 0.9705)
N (2.9805, 0.7585, -1.0216)
N (3.4989, -0.5452, 1.3379)
C (-3.6916, 1.3874, 2.1384)
C (-2.7825, 3.6176, -0.4324)
C (3.6254, 2.1903, -2.8375)
C (4.8447, 2.4215, -2.2763)
C (-2.6161, -1.9494, 0.8860)
C (-2.4755, -1.2045, -1.4481)
C (6.6379, 1.4452, 0.8332)
C (-2.1655, 1.9343, -2.1346)
C (-3.0676, 2.6821, 2.6939)
C (5.6833, 0.5774, 1.4107)
C (2.7179, 1.3503, -2.1626)
C (4.4949, 0.3368, 0.7854)
C (-4.5475, 2.2340, -1.5061)
C (3.2757, -2.8034, -1.4625)
C (2.6157, -5.6413, -0.7322)
C (-3.4582, 0.2957, 3.1981)
C (-3.1795, -0.9232, -0.1130)
C (-4.6734, -1.2328, -0.3070)
C (-3.1141, 2.2064, -0.9513)
C (4.6793, -3.9945, 0.8980)
C (-5.2077, 1.6154, 2.0284)
C (5.1712, 1.8181, -1.0376)
C (4.2025, 0.9809, -0.4534)
C (6.3983, 2.0388, -0.3684)
H (-3.3987, 2.8046, 3.7283)
H (-1.5716, -1.7611, 1.1502)
H (-5.5911, 1.8802, 3.0180)
H (-5.7469, 0.7271, 1.7003)
H (-4.8430, 1.2834, -1.9513)
H (3.9599, -1.9600, -1.3033)
H (-4.7808, -2.2629, -0.6590)
H (-2.5608, -2.2715, -1.6750)
H (-1.9772, 2.6637, 2.7029)
H (-1.4053, -0.9644, -1.4255)
H (5.2340, -4.9193, 0.7293)
H (2.4202, -6.3905, 0.0372)
H (1.7339, 1.1801, -2.5920)
H (-4.6020, 2.9900, -2.2950)
H (3.8247, -3.4731, -2.1320)
H (-2.6684, -2.9438, 0.4338)
H (5.9014, 0.0908, 2.3538)
H (7.5708, 1.6240, 1.3500)
H (3.4440, -6.0051, -1.3442)
H (3.7744, -0.7635, 2.2915)
H (-3.1742, -1.9931, 1.8131)
H (4.5208, -3.9089, 1.9759)
H (-2.4928, 1.0987, -2.7490)
H (-5.1452, -0.5850, -1.0457)
H (2.4421, -2.4260, -2.0683)
H (-1.8159, 3.6716, 0.0712)
H (-5.2323, -1.1509, 0.6247)
H (-3.5444, 3.9974, 0.2434)
H (7.1343, 2.6896, -0.8226)
H (-1.1348, 1.7557, -1.8215)
H (1.7272, -5.5889, -1.3664)
H (-2.4227, -0.0459, 3.2454)
H (3.3351, 2.6413, -3.7757)
H (5.3373, -3.1776, 0.5868)
H (-2.7467, 4.3002, -1.2856)
H (-2.1586, 2.8161, -2.7804)
H (3.5641, -1.4452, 0.8572)
H (-3.7094, 0.7069, 4.1790)
H (-2.9140, -0.6655, -2.2837)
H (-5.4597, 2.4365, 1.3571)
H (-5.2861, 2.5024, -0.7513)
H (5.5685, 3.0650, -2.7609)
H (-4.1047, -0.5650, 3.0462)
H (-3.3916, 3.5661, 2.1522)

Force components x, y, z for each atom (eV/Å):
Ba -1.255 0.386 -0.022
Br -0.007 0.456 0.293
Si -0.361 -0.085 -0.103
Si 0.154 -0.529 0.401
O 0.258 0.110 -0.256
N 0.053 -0.112 -0.164
N 0.654 0.023 0.093
C 0.095 0.031 0.080
C -0.014 -0.024 -0.015
C -0.154 -0.004 -0.040
C 0.102 -0.027 0.113
C 0.014 0.026 -0.042
C -0.001 -0.089 -0.086
C 0.007 -0.032 0.074
C 0.008 0.019 -0.048
C 0.020 0.036 -0.007
C 0.028 0.079 -0.063
C 0.075 0.093 0.008
C -0.225 -0.006 -0.167
C -0.016 -0.017 -0.021
C 0.510 -0.107 -0.480
C -0.063 0.047 0.073
C 0.017 -0.015 -0.053
C 0.094 -0.021 0.040
C -0.009 0.013 0.040
C 0.085 0.010 -0.027
C -0.080 -0.042 -0.006
C -0.007 0.028 -0.041
C -0.067 0.091 -0.099
C -0.093 -0.236 0.310
C 0.023 0.058 -0.068
H -0.014 -0.002 -0.005
H -0.017 0.012 0.009
H -0.009 -0.008 -0.004
H -0.012 -0.029 -0.037
H 0.016 0.006 -0.018
H -0.074 0.028 0.067
H -0.014 0.001 0.001
H -0.023 -0.002 0.018
H -0.008 -0.012 0.018
H -0.052 0.114 -0.007
H -0.036 -0.014 -0.040
H 0.006 0.025 0.025
H 0.003 -0.030 0.000
H -0.012 0.000 0.001
H 0.012 0.123 -0.115
H -0.002 -0.001 0.007
H 0.017 0.004 0.003
H -0.002 -0.018 0.009
H 0.013 0.028 0.000
H -0.229 -0.031 0.044
H -0.058 0.043 0.127
H 0.010 -0.006 -0.002
H 0.039 0.074 0.018
H -0.004 -0.003 0.019
H 0.060 -0.269 -0.205
H 0.009 -0.015 0.007
H -0.009 0.009 0.039
H -0.041 -0.013 0.019
H -0.004 0.001 0.004
H -0.013 0.022 0.007
H 0.003 0.002 0.003
H 0.021 0.013 -0.012
H 0.024 -0.003 -0.004
H -0.040 0.030 0.004
H -0.007 0.002 -0.004
H -0.013 0.009 -0.002
H 0.605 -0.074 0.320
H -0.011 -0.010 -0.006
H -0.011 -0.041 0.031
H 0.018 0.019 0.009
H -0.003 -0.028 0.003
H 0.002 0.003 0.009
H -0.021 -0.121 -0.074
H 0.036 0.000 -0.002

Output
orbital gap	0.321	hartree
charge	+1
LUMO energy	-0.10446	Ha
HOMO energy	-11.57	eV
E	-117122.43142	eV

Here is what Löwdin gives for the atomic charges, in e:
1 Ba 1.752
2 Br 0.429
3 Si 0.536
4 Si 0.167
5 O -0.702
6 N -0.008
7 N -0.026
8 C -0.626
9 C -0.099
10 C -0.033
11 C 0.014
12 C -0.105
13 C -0.108
14 C -0.050
15 C -0.113
16 C -0.109
17 C -0.005
18 C -0.132
19 C -0.239
20 C -0.075
21 C -0.291
22 C -0.166
23 C -0.098
24 C -0.621
25 C -0.071
26 C -0.623
27 C -0.158
28 C -0.077
29 C -0.142
30 C -0.179
31 C -0.021
32 H 0.090
33 H 0.022
34 H 0.097
35 H 0.072
36 H 0.068
37 H 0.019
38 H 0.096
39 H 0.095
40 H 0.049
41 H 0.024
42 H 0.034
43 H 0.038
44 H 0.109
45 H 0.096
46 H 0.048
47 H 0.095
48 H 0.122
49 H 0.115
50 H 0.037
51 H 0.105
52 H 0.068
53 H 0.034
54 H 0.060
55 H 0.070
56 H -0.020
57 H 0.070
58 H 0.074
59 H 0.068
60 H 0.122
61 H 0.038
62 H 0.033
63 H 0.071
64 H 0.114
65 H 0.025
66 H 0.090
67 H 0.090
68 H -0.022
69 H 0.090
70 H 0.069
71 H 0.068
72 H 0.070
73 H 0.128
74 H 0.073
75 H 0.062

(2)
2 unconnected molecules or ions with the total composition C5H10O. Source: the Open Molecules 2025 dataset; level of theory: ωB97M-V/def2-TZVPD.

Positions of all 16 atoms, in Å:
O (2.3529, -1.0689, -1.1795)
C (-0.1611, -0.1397, -0.4807)
C (0.9349, -0.1771, 0.5534)
C (2.1702, -0.8503, -0.0075)
C (-1.1654, 1.5972, 0.2607)
C (-1.0689, -1.2327, -0.5695)
H (-1.5817, -1.4392, -1.4999)
H (0.6048, -0.7166, 1.4494)
H (-2.1603, 1.8028, -0.1578)
H (-1.1466, -1.9323, 0.2552)
H (-0.4645, 2.3523, -0.1057)
H (1.2356, 0.8257, 0.8825)
H (-1.2052, 1.6098, 1.3556)
H (-1.3711, 0.1004, -0.0995)
H (0.0836, 0.3760, -1.4047)
H (2.9428, -1.1074, 0.7481)

Force components x, y, z for each atom (eV/Å):
O -0.072 0.096 0.510
C 0.105 -0.032 -0.084
C -0.094 0.026 -0.024
C 0.064 -0.036 -0.314
C -0.047 0.220 0.068
C -0.008 -0.275 -0.082
H 0.066 0.055 0.140
H 0.057 0.062 -0.119
H 0.117 -0.105 0.016
H 0.035 0.108 -0.114
H -0.069 -0.122 0.035
H -0.012 -0.130 -0.051
H 0.022 -0.057 -0.129
H -0.055 0.265 0.090
H -0.043 -0.082 0.157
H -0.066 0.007 -0.101

Output
orbital gap	0.292	hartree
charge	0
LUMO energy	0.03200	Ha
HOMO energy	-7.08	eV
E	-7389.30243	eV

Here is what Löwdin gives for the atomic charges, in e:
1 O 0.066
2 C -0.325
3 C -0.150
4 C -0.245
5 C -0.096
6 C -0.080
7 H 0.058
8 H 0.130
9 H 0.034
10 H 0.061
11 H 0.030
12 H 0.123
13 H 0.029
14 H 0.107
15 H 0.136
16 H 0.123

no.,strongest force on any atom (eV/A)
1,1.3
2,0.5